DFT (wB97M-V/def2-TZVPD) results for one molecule with the formula C4H7NO2.

Computed properties:
total charge = 0
total energy = -9844.15196 eV
lowest unoccupied orbital energy (alpha / beta) = 0.10 / 0.10 eV
largest force on an atom = 0.5 eV Å⁻¹
HOMO level (alpha / beta) = -7.835 / -7.835 eV
HOMO-LUMO gap (alpha / beta) = 7.93 / 7.93 eV

```
14
Properties=species:S:1:pos:R:3:forces:R:3
O -2.26800 0.82940 0.12999 0.06 0.27 -0.06
C -1.39476 -0.01704 0.88074 0.21 -0.34 0.23
C -0.12096 -0.33625 0.18814 -0.06 -0.02 -0.11
C 1.68970 0.77645 -0.82598 -0.10 0.04 0.16
N 0.91058 0.60767 0.19740 0.32 -0.02 -0.13
C 0.20450 -1.53683 -0.48545 -0.07 0.11 0.04
O 1.20241 -1.73542 -1.19450 -0.27 -0.03 0.19
H -1.75625 1.59850 -0.14770 -0.15 -0.07 -0.02
H -1.23104 0.42776 1.87958 0.04 -0.05 -0.17
H -1.95770 -0.94097 1.02258 0.08 0.01 0.07
H 1.32219 0.48768 -1.79282 0.11 -0.12 -0.05
H 2.65675 1.24295 -0.70588 -0.05 0.04 0.09
H 1.23312 0.96257 1.09672 -0.18 0.08 -0.08
H -0.49055 -2.36648 -0.24281 0.08 0.10 -0.15
```
Forces are in eV/Å.


DFT (wB97M-V/def2-TZVPD) results for a 2-piece molecular cluster, CH3NO2S overall at a distorted geometry.

Computed properties:
total charge = 0
total energy = -17504.57582 eV
lowest unoccupied orbital energy = -0.27 eV
largest force on an atom = 3.9 eV Å⁻¹
HOMO level = -10.539 eV
HOMO-LUMO gap = 10.27 eV

```
8
Properties=species:S:1:pos:R:3:forces:R:3
C -1.34791 -0.36380 0.12061 -0.66 -1.26 1.24
N -0.63299 0.13251 -0.73158 3.40 0.46 -1.75
O 2.23116 1.51612 0.26261 -0.23 -1.50 -0.47
O 2.08116 -0.83927 0.96645 -0.21 -0.02 -0.09
S 2.09690 0.11324 -0.10617 0.35 1.53 0.44
H -0.91582 -1.06700 0.79054 0.12 -0.38 1.04
H -2.36198 -0.14023 0.08623 -2.15 -0.08 0.61
H -1.15051 0.64842 -1.38870 -0.63 1.26 -1.02
```
Forces are in eV/Å.


DFT (wB97M-V/def2-TZVPD) results for a 17-piece molecular cluster, C2H37O17 overall at a distorted geometry.

Computed properties:
total charge = -1
total energy = -37483.77628 eV
lowest unoccupied orbital energy = 2.15 eV
largest force on an atom = 4.4 eV Å⁻¹
HOMO level = -5.396 eV
HOMO-LUMO gap = 7.55 eV

```
56
Properties=species:S:1:pos:R:3:forces:R:3
C -0.38693 -0.28395 0.13104 2.07 0.92 0.93
C 0.34507 1.05205 -0.12696 -1.51 -0.76 0.12
O -0.57293 2.05505 0.03804 -0.48 1.63 0.66
H -0.92093 -0.20795 1.06304 -0.24 0.15 0.35
H 0.42007 -0.96795 0.28904 0.19 -1.24 -0.15
H -1.08193 -0.58195 -0.60796 -0.49 -0.20 -1.00
H 0.61407 1.16405 -1.12996 1.23 -0.86 -2.24
H 1.28107 1.17905 0.41804 -0.09 -0.27 0.59
O -3.60893 -1.75095 -0.33396 0.12 -4.35 -0.63
H -3.51893 -0.83795 -0.33096 0.67 3.35 -0.34
H -3.05093 -2.15395 -1.04296 -0.81 0.94 1.05
O -1.87393 4.42905 0.91804 -1.42 1.37 0.30
H -1.15093 4.69505 1.46904 0.58 0.08 0.51
H -1.51093 3.74405 0.39204 0.73 -1.48 -0.76
O 3.26507 -0.26195 0.79704 -0.35 -0.60 2.37
H 3.75807 0.52405 0.67004 0.50 1.02 -0.75
H 2.99007 -0.66895 -0.00496 -0.01 -0.30 -1.68
O -3.21293 1.02805 -0.34796 -0.27 -0.42 -0.51
H -2.27793 1.28605 -0.26696 0.59 0.35 0.13
H -3.60593 1.39405 0.43504 -0.28 0.33 0.63
O -1.94593 -0.29095 3.48604 -0.29 -0.28 1.60
H -1.89793 -0.39695 4.47804 0.00 0.02 -1.76
H -2.12893 -1.15995 3.10704 0.11 0.22 0.21
O -0.40293 1.93405 2.62404 0.68 0.77 0.04
H -0.29593 2.01805 1.62904 -0.96 -0.20 1.00
H -0.79493 1.09305 2.86704 0.02 -0.05 -0.35
O 1.16207 -0.94195 2.96004 -1.25 -0.63 -0.10
H 1.53707 -0.41495 2.25604 0.60 0.40 -0.26
H 0.26507 -1.16095 2.61204 0.97 0.27 0.63
O -0.76993 -4.10095 -0.49296 -0.27 0.16 0.07
H -0.51693 -3.33495 -1.03196 0.31 0.02 0.15
H -0.09093 -4.74595 -0.69096 0.15 -0.22 -0.04
O 1.22807 4.02805 -0.32296 1.98 1.23 0.94
H 1.26007 4.34505 -1.20996 -0.78 0.17 -0.88
H 0.61807 3.30605 -0.19196 -1.57 -1.08 -0.22
O 1.77807 -0.19395 -3.58496 0.41 -1.25 -1.28
H 1.89407 -0.25795 -4.55496 0.01 -0.17 0.81
H 1.38007 0.65005 -3.49396 -0.57 1.49 0.52
O 3.42007 2.70405 -1.62096 1.57 -0.17 -1.01
H 2.65507 3.16305 -1.29296 -0.62 0.52 0.76
H 4.03307 3.37105 -1.99296 -0.73 -0.54 0.46
O -0.16693 -2.30795 -2.46796 -0.17 1.31 -0.61
H -1.07693 -2.53895 -2.48796 -1.53 -1.45 -0.11
H -0.37593 -1.38795 -2.71896 1.40 0.31 0.10
O -1.38793 2.34205 -2.39296 -1.52 0.43 -3.96
H -0.89893 2.20405 -1.62396 0.99 -0.04 3.12
H -2.21293 2.78205 -2.16396 0.28 -0.21 0.30
O 2.45807 -2.08095 -1.19196 -1.28 0.16 0.10
H 1.63707 -1.87695 -1.69296 1.06 -0.06 0.20
H 2.09607 -2.36095 -0.30996 0.62 -0.11 -0.59
O 1.92007 -3.20795 1.13304 -0.27 -1.27 -0.23
H 1.74907 -4.12295 0.83104 0.35 0.66 0.19
H 1.10407 -2.99695 1.60104 0.17 0.36 0.65
O -0.74993 -2.83395 2.04904 0.29 0.38 1.24
H -0.74793 -3.03995 1.12704 -0.33 -0.45 -1.38
H -1.63293 -3.02095 2.34404 -0.55 -0.36 0.09
```
Forces are in eV/Å.


DFT (wB97M-V/def2-TZVPD) results for C9H24AsCl6F6O8P2 as an isolated structure at a distorted geometry.

Computed properties:
total charge = -1
total energy = -196966.49842 eV
lowest unoccupied orbital energy = 1.87 eV
largest force on an atom = 2.6 eV Å⁻¹
HOMO level = -9.076 eV
HOMO-LUMO gap = 10.95 eV

```
56
Properties=species:S:1:pos:R:3:forces:R:3
As -2.41854 -0.35986 -2.17842 -1.03 0.55 -0.64
F -3.14142 -0.93917 -3.77412 1.07 0.56 2.05
F -0.78420 -0.80701 -2.73685 -1.19 0.48 0.53
F -1.83095 0.24710 -0.57126 -0.48 -0.56 -1.77
F -4.14088 0.12635 -1.71971 2.28 -0.78 -0.32
F -2.52775 -1.99940 -1.45305 -0.32 1.53 -0.70
F -2.17228 1.29179 -2.90678 -0.27 -1.76 0.90
C -2.82703 8.24786 1.97627 0.18 -0.17 -2.21
O -2.33866 7.22930 2.81443 -0.22 -0.73 1.99
P -3.02971 7.05569 4.26049 -0.64 1.07 0.63
O -3.33817 8.39701 4.86491 0.10 -2.48 -0.74
O -4.36536 6.08075 4.01990 2.13 1.32 0.20
C -4.28712 4.92401 3.17531 0.26 -0.86 -0.66
O -1.95882 6.14814 5.06957 -1.20 0.63 -0.02
C -0.68652 6.64381 5.52294 1.22 0.03 -0.95
H -3.84147 8.61323 2.13601 0.15 -0.15 0.55
H -2.80262 7.72711 1.01901 -0.38 0.37 -0.40
H -2.11949 9.06705 1.84815 -0.03 0.09 0.63
H -5.00750 4.88628 2.35816 -0.56 0.83 0.31
H -4.48024 4.01110 3.73870 0.29 0.21 0.32
H -3.35575 4.82870 2.61712 0.38 0.13 0.52
H -0.20798 5.97166 6.23520 -0.62 -0.47 -0.17
H -0.56356 7.62686 5.97746 -1.27 0.24 -0.05
H -0.05640 6.67987 4.63426 0.22 -0.10 0.02
C 1.85205 -11.02157 0.39708 0.52 0.03 0.29
O 1.20100 -10.35801 -0.69926 0.45 1.54 -0.55
P 1.61161 -8.91509 -1.38085 -1.26 -0.78 -0.23
O 2.83461 -8.90084 -2.24724 -1.91 0.28 1.52
O 0.15512 -8.56304 -2.10993 2.29 -0.60 0.23
C 0.06390 -7.38244 -2.94133 -0.75 0.32 -0.09
O 1.55482 -7.94474 -0.08550 0.52 0.43 -0.84
C 2.10052 -6.59678 -0.19019 1.81 -0.40 0.48
H 1.13704 -11.29211 1.17405 -0.36 0.11 -0.36
H 2.62939 -10.46503 0.92064 -0.09 0.65 -0.35
H 2.36350 -11.92916 0.07642 -0.30 -0.02 -0.45
H -0.80919 -6.83165 -2.59141 0.29 0.23 0.39
H -0.20504 -7.57656 -3.97965 0.35 -0.81 0.00
H 0.94756 -6.74498 -2.97099 0.07 -0.19 0.37
H 1.41082 -5.75610 -0.11496 -0.46 -0.61 -0.32
H 2.81744 -6.51411 -1.00707 -0.72 -0.01 -0.78
H 2.84200 -6.47791 0.59985 -0.46 -0.15 0.70
C 2.48225 -0.14322 2.68397 -0.37 -0.31 -0.62
Cl 2.59655 1.36652 3.56399 -0.53 0.35 0.14
Cl 3.70067 -1.23282 3.31151 0.56 -0.54 -0.19
H 1.54657 -0.69654 2.76420 -0.16 0.65 0.47
H 2.59840 0.08242 1.62393 0.46 -0.14 0.18
C 3.38619 0.68913 -7.13630 0.07 0.70 1.60
Cl 4.67927 0.27147 -8.19150 0.98 -0.65 -0.75
Cl 1.82228 0.22965 -7.72279 -0.65 0.14 -0.41
H 3.47437 0.21793 -6.15737 0.35 -0.19 -0.26
H 3.52992 1.75625 -6.96689 -0.76 0.00 -0.18
C 1.44030 5.77949 -1.53939 0.83 0.66 -0.70
Cl 2.67623 4.54297 -2.06274 -0.92 0.73 0.75
Cl 2.03632 6.95647 -0.29189 -0.24 -0.91 -0.37
H 1.31659 6.41065 -2.41941 -0.19 -0.29 0.15
H 0.48917 5.34154 -1.23664 0.50 -0.22 0.17
```
Forces are in eV/Å.


DFT (wB97M-V/def2-TZVPD) results for C18H26N2O5S as an isolated structure at a distorted geometry.

Computed properties:
total charge = 0
total energy = -43118.81652 eV
lowest unoccupied orbital energy = -0.33 eV
largest force on an atom = 19.7 eV Å⁻¹
HOMO level = -8.619 eV
HOMO-LUMO gap = 8.29 eV

```
52
Properties=species:S:1:pos:R:3:forces:R:3
C 3.16301 1.48001 -1.67822 2.03 -2.60 -5.95
C 2.62091 0.13924 -1.93398 1.05 -4.47 -0.74
C 1.09438 -0.09100 -1.46050 5.03 -0.13 -1.77
H 1.16536 0.22738 -0.45384 -1.01 0.71 1.03
H 0.70925 0.61408 -2.22396 -1.20 -0.79 1.02
C 0.91093 -1.62892 -1.56618 -12.94 8.75 1.00
N 0.16403 -2.10681 -0.35886 -9.45 8.57 -12.60
C -1.39875 -2.05696 -0.56146 2.54 -2.10 6.52
O -2.01706 -2.62767 0.34842 0.93 0.69 -2.41
C -2.10603 -1.24612 -1.56531 -7.83 -15.86 4.00
O -1.80043 -0.17622 -1.84577 5.53 16.80 -4.83
C -1.90638 0.85810 -1.06655 2.11 9.89 3.15
C -1.41281 2.40612 -1.51454 -9.05 -7.55 15.77
C -1.74032 3.31363 -0.49369 5.20 2.48 -13.20
C -2.16254 3.19094 0.62176 -4.96 -4.08 16.94
C -2.41033 1.85473 1.28196 -0.21 5.42 -2.88
C -2.23710 0.93648 0.36802 -1.08 -9.44 -2.82
H -2.55017 -0.16408 0.76204 0.69 2.36 -0.82
H -3.03789 1.78355 2.13977 0.51 -0.13 1.00
N -2.28023 4.25477 1.67493 6.13 3.10 -16.87
C -2.69563 4.38065 2.75594 -5.24 -3.16 17.43
O -3.02988 3.30736 3.67681 1.22 4.61 -4.77
C -2.78045 5.76404 3.42020 -0.22 1.84 -2.42
H -3.02009 5.76417 4.54695 -0.29 -0.15 -2.28
H -3.54527 6.37080 2.52605 1.92 -1.32 3.40
H -1.76440 6.30694 3.31560 -1.49 -0.85 0.02
H -1.87473 5.29608 1.08565 -1.75 -3.66 2.57
H -1.55190 4.27607 -0.89709 0.30 1.54 0.17
H -1.05629 2.35168 -2.30060 6.12 0.79 -13.56
H -1.98937 -1.83633 -2.41280 -0.17 -1.77 -2.05
H -3.28356 -1.35434 -1.30546 2.24 -0.15 -0.08
C 0.63046 -2.90242 0.41487 2.18 -8.37 13.32
C 1.89715 -2.33491 1.06567 1.75 -0.20 -2.50
H 2.11259 -2.23874 2.07893 -0.64 -0.10 2.13
H 2.25880 -1.35339 0.61235 -0.35 -1.58 0.21
S 3.01293 -3.64087 0.58395 11.08 4.40 -2.11
O 3.47242 -3.31374 -1.02947 -2.21 -1.66 6.18
O 4.31130 -3.65123 1.71828 -5.48 -0.38 -4.51
C 2.02894 -5.00037 0.67227 2.11 -2.58 -0.62
C 0.79751 -4.53039 0.11623 -0.35 3.48 -1.54
H 1.01035 -4.22621 -0.89023 -0.68 -1.92 -1.53
H -0.01615 -5.10856 0.45077 -1.36 -0.32 -0.46
H 2.53138 -5.87236 0.12251 -0.57 1.28 0.86
H 2.08698 -5.14101 1.71245 -0.49 -0.87 1.63
H -0.10728 -3.03709 1.29006 0.70 0.66 -0.91
H 1.64591 -2.10712 -1.62808 11.40 -6.75 -1.28
H 0.29988 -1.63380 -2.48736 0.15 -1.24 0.34
H 3.41546 -0.48106 -1.37440 -1.75 -0.35 -0.80
H 2.64488 -0.27974 -3.10046 0.30 1.44 2.85
H 2.56709 1.98524 -2.28675 -2.58 3.78 -2.16
H 3.08698 1.72102 -0.75556 -0.10 1.84 6.18
H 4.13620 1.55840 -2.17134 0.23 0.11 0.77
```
Forces are in eV/Å.


DFT (wB97M-V/def2-TZVPD) results for a 2-piece molecular cluster, C7H14 overall.

Computed properties:
SMILES = C=CCC1CC1.C
total charge = 0
total energy = -7484.55302 eV
lowest unoccupied orbital energy = 1.19 eV
largest force on an atom = 0.2 eV Å⁻¹
HOMO level = -9.625 eV
HOMO-LUMO gap = 10.81 eV

```
21
Properties=species:S:1:pos:R:3:forces:R:3
C -2.08224 -1.62169 -0.01944 0.11 0.06 0.10
C -1.19105 -1.01927 0.76247 -0.14 -0.09 -0.08
C 0.27730 -1.33886 0.81534 0.03 -0.07 -0.04
C 1.15954 -0.11818 0.63537 -0.07 0.04 0.10
C 2.59058 -0.29301 0.21783 0.17 -0.08 0.06
C 1.59527 0.31246 -0.73441 -0.08 0.08 -0.16
H -3.13402 -1.34835 0.00084 0.16 -0.02 0.00
H -1.79492 -2.41477 -0.70751 0.00 0.11 0.10
H -1.52640 -0.22465 1.43211 0.03 -0.12 -0.09
H 0.50794 -1.79782 1.78779 -0.03 0.06 -0.11
H 0.52025 -2.08652 0.04830 -0.02 0.11 0.10
H 0.96238 0.68477 1.34554 0.05 -0.12 -0.11
H 3.34515 0.35230 0.65848 -0.14 -0.09 -0.08
H 2.93254 -1.30567 0.01660 -0.07 0.16 0.03
H 1.27060 -0.28692 -1.58182 0.03 0.06 0.16
H 1.66579 1.37641 -0.94342 -0.01 -0.18 0.05
C -1.42056 2.22577 -0.74814 0.01 -0.01 0.00
H -1.17095 2.67113 -1.71442 -0.05 -0.04 0.14
H -2.41123 2.56359 -0.43313 0.14 -0.03 -0.06
H -0.67845 2.53276 -0.00534 -0.12 -0.05 -0.12
H -1.41753 1.13653 -0.83304 0.02 0.22 0.00
```
Forces are in eV/Å.